Computed, not measured: a cluster of 2 separate species, C5H10N2 in total in a non-equilibrium geometry, with wB97M-V/def2-TZVPD.

```
17
Properties=species:S:1:pos:R:3:mulliken_charge:R:1
C 0.8060 1.2732 -0.2299 0.84
N 0.5067 0.8026 -1.4730 -0.50
C -0.2406 1.0520 0.8199 -0.37
C -1.5455 1.0964 0.5513 -0.68
N 1.9465 1.7959 -0.0079 -0.84
H 1.2948 0.7738 -2.0996 0.29
H -0.1195 -0.0120 -1.5072 0.18
H 2.0728 2.1245 0.9437 0.21
H 0.1078 1.2410 1.8282 0.29
H -1.9350 0.9475 -0.4423 0.29
H -2.2792 1.2042 1.3338 0.28
C 0.0487 -1.8251 0.6620 -0.36
C -0.2623 -2.1669 -0.5894 -0.79
H -1.2861 -2.3345 -0.8889 0.30
H 1.0797 -1.7595 0.9740 0.26
H -0.6936 -1.8179 1.4454 0.28
H 0.4990 -2.3951 -1.3201 0.33
```

For the frontier orbital gap, the calculation gives 9.67 eV. The molar mass comes out at 98.15 Da. Its highest occupied orbital energy is -0.3298 hartree. Its charge is 0. The LUMO energy is 0.70 eV. The calculation puts the strongest force on any atom at 1.9 eV/Å. For the electronic energy, the calculation gives -305.95871 a.u. The value obtained for the energy relative to the best compared isomer or geometry (same formula, charge and spin) is 171.0 kJ/mol.